{
  "formula": "C43H42AlAsFN9O10P",
  "method": "ωB97M-V/def2-TZVPD",
  "molar_mass_g_mol": 996.7,
  "relative_energy_kj_mol": 391.3,
  "e_homo_ev": -9.164,
  "largest_force_ev_per_a": 1.240,
  "gap_ev": 6.4,
  "lumo_ev": -2.77,
  "total_energy_ev": -158594.3848,
  "charge": 1,
  "species": ["H", "C", "Al", "H", "H", "H", "H", "C", "H", "N", "H", "C", "C", "C", "C", "O", "C", "H", "H", "C", "C", "C", "C", "O", "C", "C", "N", "H", "C", "C", "O", "As", "H", "H", "H", "C", "H", "N", "C", "C", "N", "C", "H", "H", "H", "H", "C", "C", "C", "C", "H", "O", "H", "C", "C", "O", "H", "H", "C", "H", "C", "H", "H", "H", "H", "C", "H", "C", "H", "H", "C", "H", "H", "N", "H", "N", "C", "C", "H", "H", "O", "O", "C", "H", "C", "O", "C", "H", "H", "C", "C", "N", "O", "P", "O", "H", "C", "F", "C", "H", "C", "H", "N", "C", "C", "N", "H", "C"],
  "coordinates": [[1.191417, 1.315023, -4.738941], [1.506744, 2.522535, -3.005533], [-2.582994, 0.147289, 0.258029], [-5.188519, -3.034357, -0.990293], [2.765757, 0.535823, -0.542324], [-4.041700, -3.465036, -2.847799], [1.330938, -1.758366, -4.068218], [1.879745, -0.508667, 2.215864], [1.165220, 3.229278, 5.280196], [0.178259, 3.171333, 5.071671], [-1.789371, -1.148842, -1.760598], [-2.021323, 2.742843, -0.459631], [-1.326447, 1.312419, -2.394692], [-0.522218, 4.379392, 5.113980], [0.466103, 1.913055, 0.271327], [0.035334, 5.427432, 5.314181], [2.525551, -0.462743, -0.919376], [1.698836, 4.167871, 2.490996], [-0.279716, -3.482857, 3.376936], [3.802696, -3.610913, -2.694516], [1.548075, -2.395393, 3.670437], [1.357077, 3.058722, -1.781194], [-0.122275, -1.808827, 2.050323], [-0.665716, 0.130009, -5.595892], [0.325195, -2.642580, 3.062385], [0.468795, 4.733439, 0.885614], [-4.607777, -2.255125, -0.733246], [0.754191, -1.687196, -1.137686], [5.312527, -0.865825, -1.735677], [0.636806, -0.719450, 1.622356], [-2.319395, 0.248606, 2.017629], [3.576069, -0.635818, -2.593760], [0.734570, -0.229500, -2.117032], [0.532253, 5.799739, 1.048485], [-2.506886, -2.735668, -3.122049], [-1.143536, 2.569725, -1.644255], [3.948893, -5.744401, -2.821032], [-3.287648, -2.898635, -2.501691], [0.908275, 2.412067, 1.434249], [5.527874, -1.624698, -0.585332], [-2.542552, -1.228744, -1.078223], [3.062287, -2.477699, -3.016090], [-2.956614, 0.292938, 5.193520], [4.737409, -3.518292, -2.158410], [1.835419, -6.001658, -4.074223], [-2.347285, 0.966180, -2.498277], [7.854824, -1.019341, -0.594293], [2.171653, -5.017902, -3.773767], [1.028450, -0.627549, -1.152517], [0.175882, 2.891419, -0.888537], [-6.518977, -3.781279, 0.549095], [-4.215722, 0.840969, 3.045880], [-4.951405, 0.355107, 1.092081], [-3.441066, -2.093390, -1.444736], [-0.320523, 4.212159, -0.256741], [-1.687592, 3.778202, 0.242399], [-8.009313, -2.870802, 0.772766], [0.529217, -3.990279, -4.702804], [-5.138794, -1.334700, 0.163052], [6.947725, -2.300777, 0.869595], [-2.265897, 0.529655, 4.384388], [-7.249169, -2.853603, -0.798989], [-6.175238, -0.424697, 2.395514], [-0.489071, 4.965637, -1.025418], [8.476068, 0.277654, -2.184677], [3.357862, -4.872595, -3.070680], [2.882803, -1.190103, -0.193653], [-6.929916, -0.814038, 1.716587], [8.840277, -1.080803, -0.151714], [-1.454107, -0.192519, 4.349392], [1.089416, 3.847374, 1.657462], [6.229916, 0.418252, -3.189804], [2.523309, 0.294889, 1.884567], [-0.955333, 0.060218, -4.434062], [-1.318038, 3.450751, -2.284355], [-1.658879, 1.836853, 4.616545], [-0.296053, 1.901586, 4.822935], [1.435387, -3.892481, -4.117615], [-1.078197, -2.023338, 1.583298], [-3.514933, 2.814462, 4.501774], [3.396397, 3.878432, -3.246367], [0.437145, 0.934537, 4.786532], [-0.490020, 1.113655, -3.486514], [1.896858, -3.034118, 4.470699], [-1.951622, 4.180869, 4.888820], [-2.914834, 1.952143, -0.091356], [2.324406, -1.330559, 3.240145], [-7.478990, 0.010439, 1.257694], [3.283834, -1.135446, 3.699809], [-3.033589, 0.546034, 3.068277], [1.885923, -2.633740, -3.748805], [-4.494802, -0.230176, 0.400455], [-1.627833, -0.858528, -3.956502], [-0.003770, 0.157035, 0.145636], [3.151303, 2.267612, -4.640078], [-7.621307, -1.415858, 2.299191], [-2.457831, 2.967849, 4.669601], [-2.727632, 5.262102, 4.919554], [-7.045720, -2.864633, 0.274746], [4.712045, -2.171070, -0.126372], [6.791067, -1.703307, -0.019479], [2.153971, 3.696254, -1.421920], [2.826021, 2.889412, -3.655914], [6.384947, -0.181788, -2.300352], [7.651270, -0.258437, -1.734262], [-6.318501, -1.673674, 0.700375], [1.103904, 1.768618, 2.279883], [0.732447, 1.636923, -3.818647]],
  "forces_ev_per_angstrom": [[-0.03, 0.03, 0.02], [0.12, -0.33, 0.12], [-0.24, 0.03, -0.26], [0.03, -0.01, 0.02], [-0.02, 0.00, -0.02], [-0.01, 0.03, -0.03], [-0.03, 0.05, -0.01], [0.08, 0.03, -0.01], [0.03, -0.01, -0.01], [0.05, 0.07, 0.00], [0.02, 0.05, -0.03], [-0.11, 0.03, -0.08], [0.01, -0.01, -0.14], [-0.01, -0.03, -0.02], [-0.01, -0.02, -0.03], [0.01, 0.04, -0.02], [0.06, -0.06, 0.03], [0.00, 0.02, 0.07], [0.00, -0.01, 0.00], [-0.05, -0.01, 0.03], [-0.02, 0.03, -0.03], [-0.03, -0.01, 0.04], [-0.07, -0.02, -0.01], [0.04, 0.00, -0.05], [0.05, 0.02, 0.03], [0.00, -0.01, -0.03], [0.00, 0.04, 0.00], [0.02, 0.00, -0.05], [-0.02, -0.03, 0.02], [-0.05, -0.01, -0.08], [0.23, -0.06, 0.18], [-0.01, -0.02, 0.02], [-0.03, 0.07, -0.06], [0.02, 0.01, 0.00], [0.00, 0.03, -0.04], [-0.02, -0.18, 0.08], [0.00, 0.00, 0.00], [0.08, -0.03, 0.04], [-0.06, 0.13, 0.07], [0.01, 0.01, -0.01], [0.04, 0.00, 0.03], [0.05, -0.01, -0.02], [-0.01, 0.01, -0.02], [0.02, 0.01, 0.00], [0.00, -0.01, 0.00], [0.00, -0.03, 0.04], [0.00, 0.00, 0.01], [-0.02, 0.00, 0.00], [-0.01, -0.03, 0.05], [0.04, 0.14, -0.11], [-0.01, -0.02, 0.01], [-0.07, 0.00, -0.03], [0.05, 0.08, 0.08], [-0.07, 0.05, -0.07], [-0.03, 0.03, 0.00], [-0.01, 0.05, 0.01], [0.02, -0.03, 0.01], [-0.01, 0.00, 0.00], [-0.03, 0.02, -0.19], [0.00, 0.00, 0.00], [0.01, 0.04, -0.04], [0.01, 0.00, 0.00], [0.03, 0.04, 0.03], [-0.02, -0.01, 0.01], [0.00, 0.00, 0.00], [0.02, 0.01, 0.01], [-0.04, 0.04, 0.03], [-0.01, -0.01, -0.08], [0.00, 0.00, 0.00], [-0.01, -0.01, -0.01], [-0.02, -0.06, 0.06], [0.00, 0.00, 0.00], [-0.01, 0.00, -0.02], [-0.08, -0.02, 0.11], [0.00, 0.03, 0.04], [-0.04, 0.01, -0.03], [0.08, -0.10, 0.00], [0.00, -0.01, 0.00], [0.02, 0.02, 0.01], [-0.01, -0.01, 0.00], [0.30, -0.20, 0.33], [-0.02, 0.05, -0.03], [-0.06, -0.01, 0.11], [0.00, 0.00, 0.00], [0.01, 0.01, 0.01], [0.16, 0.07, 0.02], [-0.03, -0.04, -0.01], [0.03, 0.02, 0.02], [0.00, 0.00, 0.00], [-0.12, -0.06, -0.05], [0.00, 0.01, -0.02], [0.07, -0.20, 0.16], [-0.01, -0.11, 0.10], [0.08, -0.01, 0.20], [0.27, -0.17, 0.19], [0.00, 0.01, 0.00], [-0.01, -0.02, -0.03], [0.00, 0.00, 0.00], [-0.04, 0.02, -0.04], [0.01, -0.01, 0.00], [0.00, 0.00, 0.00], [0.02, -0.03, 0.03], [-0.67, 0.68, -0.79], [0.01, -0.01, -0.03], [0.00, 0.00, 0.00], [0.03, -0.01, 0.09], [0.01, -0.06, -0.01], [0.08, -0.01, 0.05]],
  "lowdin_charge": [0.111, -0.123, 0.065, 0.127, 0.062, 0.128, 0.080, -0.107, 0.172, 0.221, 0.068, -0.366, -0.096, -0.398, -0.224, 0.123, -0.408, 0.117, 0.108, -0.093, -0.061, 0.055, -0.111, 0.133, -0.068, 0.010, 0.189, 0.096, -0.411, -0.329, -0.006, 1.344, 0.032, 0.125, 0.106, -0.163, 0.106, 0.221, -0.044, -0.133, 0.149, -0.388, 0.145, 0.089, 0.103, 0.107, -0.082, -0.090, -0.360, -0.300, 0.104, 0.067, 0.079, -0.399, -0.134, 0.157, 0.098, 0.100, -0.333, 0.104, -0.008, 0.101, 0.078, 0.171, 0.106, -0.080, 0.049, 0.002, 0.105, 0.124, -0.025, 0.094, 0.106, -0.324, 0.191, 0.022, -0.470, -0.091, 0.088, 0.148, 0.073, 0.085, -0.208, 0.111, -0.184, 0.144, -0.060, 0.112, 0.115, -0.500, -0.141, 0.196, 0.004, 1.148, 0.055, 0.098, 0.063, 0.109, -0.024, 0.093, -0.082, 0.133, -0.350, -0.121, -0.080, -0.120, 0.082, -0.004]
}

{
  "formula": "C43H42CaCl2F9N7O3P2S2",
  "method": "ωB97M-V/def2-TZVPD",
  "molar_mass_g_mol": 1112.9,
  "e_homo_ev": -7.247,
  "largest_force_ev_per_a": 3.035,
  "gap_ev": 7.3,
  "lumo_ev": 0.07,
  "total_energy_ev": -170041.7741,
  "charge": 0,
  "species": ["N", "O", "H", "H", "H", "H", "F", "F", "H", "C", "F", "H", "C", "H", "C", "H", "C", "C", "H", "H", "H", "C", "H", "H", "H", "C", "C", "C", "N", "C", "C", "N", "S", "C", "C", "C", "C", "H", "H", "C", "H", "C", "H", "H", "C", "H", "H", "H", "H", "C", "C", "C", "P", "F", "C", "P", "H", "H", "C", "H", "C", "O", "C", "F", "C", "N", "F", "H", "C", "H", "F", "C", "C", "H", "O", "H", "C", "C", "S", "H", "H", "H", "F", "C", "Ca", "H", "F", "C", "C", "C", "H", "C", "N", "H", "C", "H", "Cl", "C", "N", "C", "H", "H", "C", "N", "Cl", "C", "H", "H", "C", "H", "C"],
  "coordinates": [[-1.345347, -0.089527, -1.686603], [-2.176225, 1.108539, 0.264041], [-3.812345, 3.139624, -2.449222], [3.700797, -3.183986, -4.542820], [4.778942, 3.256845, 1.005704], [3.746178, -5.000636, 4.213485], [-2.586224, 8.253851, 1.215346], [-3.409319, 7.528507, 3.068457], [3.289354, 2.784855, 5.018827], [-2.280095, 7.558019, 2.322962], [-3.220456, -3.181348, 3.874107], [0.413173, -0.768439, 1.997738], [1.876761, 2.418948, 3.436706], [2.523089, 2.687061, 0.122762], [0.877787, 0.388274, -4.347556], [0.106332, -4.461648, -5.020510], [-1.218048, 4.394885, 0.530166], [-4.627027, 0.024250, -1.390229], [1.089582, -6.039661, -0.771825], [-1.263654, -2.540492, -4.124475], [1.282427, -5.235549, -3.905382], [-5.986401, 0.051485, -1.619400], [4.352419, -1.675340, -2.563351], [1.082246, 2.121476, 4.129684], [0.608736, -4.447846, -0.105712], [3.578513, -4.110813, 3.608434], [-1.330940, 0.439337, -5.143062], [3.115727, 2.765818, 3.938848], [2.164798, -4.362007, -1.484832], [-2.016568, 1.341328, 3.098191], [-1.750369, 5.652669, 0.756049], [-1.786464, 0.261637, -3.921065], [-2.157507, 1.191268, -1.185507], [-3.862948, 1.141741, -1.685126], [-0.890761, 0.107777, -2.944596], [-1.253452, 5.436602, 3.103917], [3.094192, -1.816778, 2.003908], [-0.461173, -5.617594, -3.788298], [-8.387090, 2.117539, -2.536045], [3.747158, -2.958080, 1.512953], [-0.329217, 3.619760, 3.713293], [-6.598684, 1.202677, -2.135289], [1.963307, -3.205581, -4.966464], [3.986427, -5.373746, -1.341701], [2.699036, 2.726451, 1.201388], [-3.776824, 0.741748, 4.174792], [-1.227443, 3.970140, -0.478528], [2.124334, -5.211533, 0.436838], [-4.146008, -0.860985, -0.973019], [-3.447636, -1.923575, 4.301840], [1.460459, -5.057163, -0.428762], [-0.697486, 3.646618, 1.578840], [1.359156, -3.063420, -2.160314], [5.669682, 3.090185, 4.895327], [-2.837234, 0.421540, 3.717458], [0.052641, 1.992443, 1.260139], [-6.273047, 3.207969, -2.859927], [-2.102155, 0.538171, -5.910420], [-0.503480, -0.414254, 2.497785], [-1.280637, 5.845455, 4.120568], [2.759834, -2.610772, -4.507702], [-1.518804, 2.380343, -1.715708], [-0.844372, 0.934938, 2.459227], [-4.732631, -1.651566, 3.987498], [-0.725963, 4.183811, 2.867556], [-7.942365, 1.213339, -2.394976], [-1.403068, 8.313651, 3.018203], [4.436411, -4.957427, 1.820557], [3.213034, -5.145637, -2.093275], [-1.307959, -2.362690, -2.344986], [-3.401959, -1.976850, 5.651502], [3.949040, 3.042593, 1.686697], [4.154023, 3.057172, 3.066596], [2.824422, -6.103843, -2.486237], [0.820147, -2.198562, -1.083205], [-1.033347, -2.400624, 3.126070], [3.955804, -4.092347, 2.277266], [3.028020, -2.971740, 4.168650], [2.841756, -0.399927, 1.019984], [3.341310, -0.336637, -3.163328], [3.021896, -1.034087, -1.555390], [2.903432, -1.707281, -5.123812], [5.716856, 4.766131, 3.536746], [3.328786, -1.272579, -2.580423], [0.490123, -0.146657, -0.614661], [-8.516430, 0.509095, -1.936921], [6.519811, 2.863871, 2.927227], [2.793059, -1.857329, 3.378699], [-1.750995, 6.184998, 2.040437], [0.274248, -4.815594, -3.986261], [1.957127, 0.489829, -4.460943], [-5.802189, 2.312760, -2.448827], [0.094969, -3.746198, -3.026335], [-2.179370, 6.226936, -0.067505], [-4.442283, 2.280948, -2.220970], [2.779904, -2.928841, 5.227208], [4.366161, -2.923884, -0.081294], [5.501467, 3.429625, 3.603740], [0.437882, 0.175641, -3.112644], [-1.308688, -1.344821, 3.123691], [-1.992534, -3.820337, -3.107006], [3.682319, -4.582643, -2.908423], [-2.498393, -0.926640, 3.713879], [2.391328, -2.215270, -3.165204], [2.155642, -0.461321, 4.153839], [0.026524, 0.505125, -5.433019], [-6.604992, -0.819221, -1.395487], [0.401035, 0.664379, -6.445825], [-1.177586, -3.074768, -3.163366], [-2.338518, 2.379583, 3.052533], [1.655066, 2.395781, 2.065418]],
  "forces_ev_per_angstrom": [[-2.25, 0.34, 0.12], [-0.48, -0.39, -0.39], [-0.17, -0.18, 0.06], [-0.18, 0.12, 0.03], [-0.33, -0.07, 0.28], [-0.03, 0.23, -0.13], [0.08, -0.17, -0.13], [0.09, -0.18, -0.01], [-0.05, -0.05, -0.43], [-0.31, 0.49, 0.16], [0.18, 0.11, -0.07], [-0.34, 0.23, 0.35], [-0.39, -0.04, 0.03], [0.12, 0.06, 0.25], [0.21, 0.02, -0.34], [0.12, -0.11, 0.29], [0.03, -0.41, -0.44], [0.14, -0.23, 0.13], [0.07, 0.24, 0.08], [-0.02, -0.12, 0.17], [-0.25, 0.00, -0.11], [-0.21, -0.16, 0.04], [-0.21, 0.11, 0.05], [0.30, 0.14, -0.27], [0.19, -0.25, 0.06], [0.08, -0.21, 0.15], [-0.16, 0.10, -0.30], [0.33, 0.06, 0.42], [-0.57, 0.44, -0.64], [0.08, 0.31, -0.07], [-0.24, 0.63, 0.06], [-0.18, -0.26, -0.16], [-0.97, 0.33, 0.36], [0.64, 0.21, 0.00], [0.05, 0.22, -1.78], [-0.04, 0.29, 0.30], [0.10, 0.07, -0.04], [0.29, 0.24, -0.09], [0.19, -0.53, 0.14], [-0.29, 0.01, 0.55], [-0.16, 0.20, -0.32], [0.56, 0.01, -0.07], [0.23, 0.13, 0.04], [-0.20, 0.07, -0.25], [-0.23, 0.01, -0.20], [0.31, -0.09, -0.16], [0.01, 0.27, 0.50], [-0.17, 0.04, -0.24], [-0.17, 0.18, -0.08], [-0.38, -0.45, 0.27], [-0.28, -0.15, 0.38], [-0.22, 0.02, -0.28], [0.53, -1.63, -0.85], [-0.17, -0.04, -0.05], [-0.37, -0.16, 0.26], [0.71, 0.98, 1.18], [0.15, -0.23, 0.09], [0.30, 0.03, 0.03], [0.47, -0.17, -0.42], [0.07, -0.17, -0.43], [-0.27, -0.09, -0.40], [-0.40, -0.04, -0.48], [-0.10, -0.11, 0.18], [0.11, 0.17, -0.04], [0.16, -0.15, 0.32], [-0.93, 0.09, 0.02], [0.05, -0.22, -0.06], [-0.08, 0.22, 0.13], [0.27, 0.04, -0.13], [-0.09, -0.17, -0.19], [0.14, 0.18, -0.09], [0.43, 0.18, 0.05], [-0.06, -0.02, -0.15], [0.12, 0.26, 0.05], [-0.21, -0.51, -0.10], [-0.08, 0.32, -0.02], [0.20, -0.32, -0.16], [-0.13, -0.01, 0.21], [-0.05, 0.18, 0.08], [0.00, -0.29, 0.07], [0.37, -0.06, -0.15], [-0.06, -0.26, 0.16], [-0.13, -0.04, -0.04], [0.02, 0.34, 0.21], [2.54, 0.23, 1.65], [0.27, 0.46, -0.23], [-0.19, -0.08, -0.13], [0.09, -0.38, -0.18], [0.05, -0.20, -0.19], [-0.01, -0.39, 0.04], [-0.23, -0.07, -0.04], [-0.32, 0.11, -0.03], [0.58, 0.49, 0.15], [0.22, -0.16, 0.24], [0.27, 0.16, -0.03], [0.02, -0.03, -0.24], [0.62, -0.07, -0.25], [0.46, 0.25, 0.19], [-0.17, 0.05, 0.29], [-0.37, -0.33, 0.19], [0.30, 0.27, -0.04], [-0.04, -0.20, 0.20], [0.24, -0.02, -0.15], [-0.22, -0.46, 0.30], [0.03, 0.04, 0.32], [0.27, 0.04, -0.18], [0.20, 0.19, -0.03], [-0.14, -0.04, 0.40], [-0.44, 0.21, 0.08], [0.07, -0.30, 0.00], [0.00, 0.02, 0.12]],
  "lowdin_charge": [-0.292, -0.364, 0.117, 0.083, 0.132, 0.106, 0.133, 0.131, 0.129, -0.578, 0.127, 0.033, -0.165, 0.103, -0.121, 0.087, -0.055, -0.059, 0.091, 0.085, 0.066, -0.027, 0.075, 0.094, 0.082, -0.097, -0.110, -0.024, -0.343, -0.065, 0.003, 0.157, 0.586, -0.293, -0.575, -0.001, -0.695, 0.094, 0.101, -0.675, 0.103, -0.330, 0.067, 0.067, -0.156, 0.132, 0.082, 0.079, 0.123, -0.573, -0.099, -0.315, 0.572, 0.130, 0.004, 1.061, 0.114, 0.119, -0.152, 0.134, -0.106, -0.326, -0.358, 0.129, -0.084, 0.097, 0.134, 0.104, -0.144, 0.053, 0.135, -0.017, -0.116, 0.084, -0.452, 0.131, -0.140, -0.124, 0.574, 0.075, -0.023, 0.084, 0.128, -0.159, 1.167, 0.101, 0.135, -0.658, -0.120, -0.118, 0.101, -0.028, -0.290, 0.125, -0.059, 0.103, 0.778, -0.575, 0.079, 0.003, 0.099, 0.067, -0.115, -0.293, 0.791, -0.033, 0.115, 0.108, -0.098, 0.107, -0.410]
}